#A
Below is a single C4H10N2 molecule, with properties calculated with the ωB97M-V functional and the def2-TZVPD basis.

- structure (SMILES) = N[C@@H]1CCNC1
- frontier orbital gap (eV) = 9.91
- HOMO energy (eV) = -8.795

Atoms and positions in Å:
N  2.12  0.05  0.12
C  0.79  -0.09  -0.38
C  -0.01  1.21  -0.12
C  -1.40  0.73  0.16
N  -1.51  -0.66  -0.17
C  -0.18  -1.19  0.11
H  2.77  -0.77  0.13
H  2.11  0.35  1.17
H  1.01  -0.33  -1.44
H  0.44  1.56  0.86
H  0.19  1.92  -0.90
H  -1.61  0.99  1.26
H  -2.20  1.23  -0.49
H  -2.14  -1.20  0.40
H  -0.12  -1.43  1.18
H  0.06  -2.03  -0.47

---

#B
Below is 2 unconnected molecules or ions with the total composition C4H10N2, with properties calculated with the ωB97M-V functional and the def2-TZVPD basis.

- structure (SMILES) = [H]/N=C(/C)N.C=C
- frontier orbital gap (eV) = 10.16
- HOMO energy (eV) = -9.282

Atoms and positions in Å:
H  -0.34  0.45  -2.43
N  0.17  0.95  -1.70
C  -0.45  0.84  -0.57
C  0.05  1.80  0.58
N  -1.73  0.36  -0.47
H  -0.53  2.72  0.48
H  -0.17  1.38  1.57
H  1.11  2.05  0.46
H  -2.29  0.40  -1.31
H  -2.23  0.51  0.39
C  0.68  -1.49  0.82
C  1.47  -2.36  0.19
H  -0.13  -1.82  1.47
H  0.78  -0.35  0.69
H  1.37  -3.43  0.34
H  2.22  -2.01  -0.51

---

#C
Below is 2 unconnected molecules or ions with the total composition C4H10N2, with properties calculated with the ωB97M-V functional and the def2-TZVPD basis.

- structure (SMILES) = C=CN.C=NC
- frontier orbital gap (eV) = 8.80
- HOMO energy (eV) = -8.337

Atoms and positions in Å:
C  2.21  -0.47  1.07
C  1.27  -1.42  0.81
N  1.13  -2.34  -0.23
H  2.94  -0.18  0.34
H  1.84  0.35  1.70
H  0.37  -1.45  1.44
H  1.88  -2.38  -0.90
H  0.18  -2.47  -0.51
C  -0.92  0.81  -1.55
N  -1.78  0.69  -0.59
C  -2.01  1.76  0.29
H  -0.78  0.00  -2.28
H  0.00  0.98  -1.03
H  -1.12  2.37  0.47
H  -2.79  2.34  -0.24
H  -2.42  1.41  1.23

---

#A (11.0 kcal/mol below the next structure)

---

#A
Below is 2 unconnected molecules or ions with the total composition C4H10N2, with properties calculated with the ωB97M-V functional and the def2-TZVPD basis.

- structure (SMILES) = C=CN.C=NC
- frontier orbital gap (eV) = 9.47
- HOMO energy (eV) = -8.642

Atoms and positions in Å:
C  1.70  -1.66  -1.68
C  2.05  -1.50  -0.40
N  2.76  -2.46  0.32
H  2.16  -2.62  -1.99
H  1.60  -0.83  -2.33
H  1.73  -0.54  0.04
H  2.62  -3.35  -0.16
H  2.49  -2.55  1.29
C  -1.24  2.45  1.03
N  -2.30  2.45  0.34
C  -2.95  1.10  0.29
H  -0.49  3.19  0.77
H  -1.09  1.62  1.75
H  -2.42  0.54  -0.51
H  -3.10  0.66  1.28
H  -3.97  1.24  -0.20

---

#B
Below is 2 unconnected molecules or ions with the total composition C4H10N2, with properties calculated with the ωB97M-V functional and the def2-TZVPD basis.

- structure (SMILES) = C=CN.C=NC
- frontier orbital gap (eV) = 9.43
- HOMO energy (eV) = -8.215

Atoms and positions in Å:
C  -0.17  -4.93  -2.13
C  0.97  -5.50  -1.67
N  1.55  -4.94  -0.54
H  -0.63  -4.05  -1.86
H  -0.71  -5.21  -3.01
H  1.45  -6.50  -2.10
H  0.78  -4.66  0.17
H  2.41  -5.16  -0.18
C  -1.98  5.67  1.57
N  -0.75  5.48  1.94
C  0.28  4.66  1.28
H  -2.44  6.45  2.13
H  -2.50  5.22  0.76
H  0.36  3.73  1.82
H  1.23  5.20  1.59
H  0.16  4.53  0.23

---

#A (6.9 kcal/mol below the next structure)

---

#A
Below is 2 unconnected molecules or ions with the total composition C4H10N2, with properties calculated with the ωB97M-V functional and the def2-TZVPD basis.

- structure (SMILES) = C=NC.C=NC
- frontier orbital gap (eV) = 10.74
- HOMO energy (eV) = -9.568

Atoms and positions in Å:
C  -2.21  -1.63  -1.06
N  -1.64  -1.31  0.03
C  -2.13  0.02  0.52
H  -1.76  -2.23  -1.84
H  -3.14  -1.08  -1.35
H  -1.65  0.22  1.47
H  -3.23  0.06  0.47
H  -1.73  0.82  -0.13
C  2.81  -0.05  -0.65
N  1.73  0.59  -0.49
C  1.57  1.20  0.84
H  3.13  -0.33  -1.65
H  3.52  -0.24  0.18
H  1.36  2.27  0.84
H  2.53  1.11  1.41
H  0.86  0.59  1.41

---

#B
Below is a single C4H10N2 molecule, with properties calculated with the ωB97M-V functional and the def2-TZVPD basis.

- structure (SMILES) = [H]/N=C\NCCC
- frontier orbital gap (eV) = 9.82
- HOMO energy (eV) = -8.758

Atoms and positions in Å:
H  -1.42  2.19  -0.39
N  -1.01  2.83  0.30
C  0.06  2.33  0.73
N  0.25  0.89  0.73
C  0.71  0.20  -0.46
C  -0.14  -1.04  -0.83
C  -0.14  -2.10  0.24
H  0.88  2.92  1.15
H  -0.23  0.32  1.40
H  0.50  0.87  -1.31
H  1.77  -0.13  -0.36
H  0.20  -1.44  -1.79
H  -1.15  -0.67  -1.07
H  -0.69  -1.86  1.17
H  0.90  -2.24  0.55
H  -0.48  -3.07  -0.08

---

#B (27.7 kcal/mol below the next structure)

---

#A
Below is 2 unconnected molecules or ions with the total composition C4H10S, with properties calculated with the ωB97M-V functional and the def2-TZVPD basis.

- frontier orbital gap (alpha / beta) (eV) = 8.54 / 7.91
- HOMO energy (alpha / beta) (eV) = -8.260 / -7.511

Atoms and positions in Å:
C  -0.45  -2.03  0.42
C  0.12  1.12  1.20
C  -0.52  0.77  -1.20
C  0.39  0.42  -0.06
S  2.08  0.20  -0.60
H  0.47  -2.51  0.10
H  -0.66  -1.71  1.47
H  -1.34  -1.97  -0.32
H  0.15  2.30  1.17
H  0.95  0.90  1.92
H  -0.84  0.82  1.68
H  -1.58  0.54  -0.90
H  -0.37  1.89  -1.40
H  -0.11  0.19  -2.01
H  1.72  -0.91  -1.46

---

#B
Below is 2 unconnected molecules or ions with the total composition C4H10S, with properties calculated with the ωB97M-V functional and the def2-TZVPD basis.

- frontier orbital gap (eV) = 6.63
- HOMO energy (eV) = -9.369

Atoms and positions in Å:
C  0.38  0.64  -1.51
C  0.98  -0.49  -0.62
C  0.21  -0.80  0.68
C  -0.42  0.35  1.45
S  -3.07  0.31  0.21
H  -0.36  0.20  -2.18
H  -0.15  1.37  -0.88
H  1.14  1.22  -2.04
H  2.07  -0.44  -0.46
H  0.79  -1.31  -1.31
H  0.97  -1.34  1.29
H  -0.59  -1.53  0.55
H  -0.68  -0.02  2.44
H  -1.37  0.56  0.87
H  0.12  1.28  1.49

---

#B (2.2 kcal/mol below the next structure)

---

#A
Below is 2 unconnected molecules or ions with the total composition C10H16, with properties calculated with the ωB97M-V functional and the def2-TZVPD basis.

- ⟨S²⟩ = 0.765
- 2S+1 = 2
- frontier orbital gap (alpha / beta) (eV) = 10.11 / 5.80
- HOMO energy (alpha / beta) (eV) = -14.244 / -14.240
- charge = +1

Atoms and positions in Å:
C  2.38  -0.62  -0.86
C  1.91  -2.12  -0.71
H  2.72  -0.74  -2.00
H  1.68  0.13  -0.53
H  3.34  -0.59  -0.28
H  1.06  -2.51  -1.52
H  2.61  -2.95  -0.98
H  1.48  -2.23  0.30
C  0.28  1.82  0.66
C  -0.53  3.09  0.92
C  -0.63  0.59  0.28
C  -0.77  -0.28  1.27
C  -1.46  0.56  -0.87
C  -1.45  -1.51  1.10
C  -1.95  -0.70  -1.12
C  -1.88  -1.73  -0.17
H  1.06  2.00  -0.15
H  0.70  1.62  1.71
H  -0.04  3.76  1.65
H  -0.36  -0.14  2.19
H  -1.63  1.40  -1.45
H  -1.53  -2.22  1.93
H  -2.52  -1.01  -1.95
H  -2.54  -2.47  -0.41
H  -1.54  3.11  1.11
H  -0.38  3.73  -0.10

---

#B
Below is 2 unconnected molecules or ions with the total composition C10H16, with properties calculated with the ωB97M-V functional and the def2-TZVPD basis.

- ⟨S²⟩ = 0.768
- 2S+1 = 2
- frontier orbital gap (alpha / beta) (eV) = 10.23 / 6.42
- HOMO energy (alpha / beta) (eV) = -14.577 / -14.581
- charge = +1

Atoms and positions in Å:
C  0.65  -1.18  1.28
C  0.14  -1.59  2.64
C  -0.32  -1.26  0.17
C  -1.65  -1.67  0.30
C  0.10  -0.77  -1.13
C  -2.52  -1.59  -0.76
C  -0.75  -0.73  -2.21
C  -2.06  -1.19  -2.06
H  1.08  -0.18  1.30
H  1.44  -1.89  0.99
H  -0.83  -1.17  2.91
H  -2.02  -2.09  1.22
H  1.05  -0.26  -1.26
H  -3.57  -1.68  -0.56
H  -0.40  -0.41  -3.18
H  -2.72  -1.13  -2.92
H  0.82  -1.22  3.41
H  0.13  -2.66  2.84
C  1.12  2.79  0.37
C  1.69  2.86  -1.07
H  1.06  3.84  0.59
H  0.13  2.32  0.40
H  1.72  2.12  0.98
H  1.61  1.98  -1.72
H  2.78  2.99  -0.98
H  1.30  3.76  -1.54

---

#C
Below is 2 unconnected molecules or ions with the total composition C10H16, with properties calculated with the ωB97M-V functional and the def2-TZVPD basis.

- ⟨S²⟩ = 0.769
- 2S+1 = 2
- frontier orbital gap (alpha / beta) (eV) = 9.91 / 5.99
- HOMO energy (alpha / beta) (eV) = -14.318 / -14.310
- charge = +1

Atoms and positions in Å:
C  0.17  2.07  -2.24
C  -1.12  1.96  -3.04
H  1.00  1.44  -2.55
H  0.63  3.09  -2.41
H  -0.07  2.05  -1.20
H  -1.49  2.99  -3.24
H  -1.95  1.43  -2.56
H  -0.95  1.61  -4.07
C  -0.62  -0.10  2.50
C  0.54  0.25  3.39
C  -0.19  -0.77  1.20
C  -0.46  -2.17  1.03
C  0.45  -0.07  0.24
C  0.08  -2.89  -0.04
C  0.82  -0.84  -0.92
C  0.76  -2.24  -1.06
H  -1.30  -0.84  2.98
H  -1.21  0.81  2.40
H  1.54  0.36  2.91
H  -1.06  -2.70  1.76
H  0.94  0.89  0.31
H  0.00  -3.98  0.00
H  1.25  -0.26  -1.71
H  1.25  -2.79  -1.86
H  0.55  -0.47  4.19
H  0.43  1.18  3.99

---

#B (16.1 kcal/mol below the next structure)